[1]
307
Properties=species:S:1:pos:R:3:mulliken_charge:R:1 method="wB97M-V/def2-TZVPD" charge=+6 multiplicity=1 e_homo_ev=-17.79
C -1.440 7.627 -1.479 -0.828
N -1.347 6.185 -2.143 0.115
C 0.165 5.920 -2.200 -1.046
C -1.841 5.118 -1.065 -0.318
C -1.910 5.920 -3.547 0.880
C -3.397 6.308 -3.730 -0.523
O -3.371 7.654 -4.172 -0.587
H -0.903 7.551 -0.534 0.451
H -2.477 7.944 -1.372 0.302
H -1.031 8.293 -2.239 0.381
H 0.650 6.667 -2.828 0.422
H 0.283 4.885 -2.522 0.362
H 0.592 5.921 -1.197 0.385
H -2.927 5.062 -0.988 0.044
H -1.392 5.411 -0.116 0.614
H -1.498 4.129 -1.368 -0.115
H -1.630 4.937 -3.925 -1.189
H -1.356 6.709 -4.056 0.825
H -4.101 6.015 -2.950 -0.223
H -3.751 5.791 -4.622 0.603
H -4.191 7.812 -4.645 0.403
C -0.999 -4.029 2.233 -0.138
N -1.591 -4.916 1.143 0.776
C -0.729 -6.179 0.787 -0.578
C -2.988 -5.365 1.777 -1.002
C -1.881 -3.987 -0.103 1.396
C -2.673 -4.497 -1.318 -0.392
O -4.037 -4.493 -0.962 -0.643
H -1.698 -3.263 2.568 0.033
H -0.225 -3.466 1.712 -0.342
H -0.666 -4.609 3.093 0.346
H -1.352 -6.927 0.297 0.296
H -0.405 -6.678 1.700 0.391
H -0.056 -5.918 -0.030 0.006
H -2.815 -5.821 2.752 0.380
H -3.462 -6.090 1.115 0.407
H -3.639 -4.491 1.757 0.309
H -0.903 -3.730 -0.511 -0.971
H -2.497 -3.140 0.198 0.010
H -2.447 -5.459 -1.777 0.429
H -2.596 -3.823 -2.171 -0.183
H -4.384 -3.604 -0.857 0.306
C 4.385 0.892 -5.949 -0.864
N 3.601 -0.271 -6.558 0.397
C 2.753 -0.848 -5.344 -1.281
C 2.627 0.440 -7.591 -0.502
C 4.585 -1.273 -7.222 -0.801
C 4.073 -2.668 -7.393 -0.336
O 3.014 -2.657 -8.244 -0.508
H 3.754 1.728 -5.644 -0.131
H 4.994 1.290 -6.760 0.513
H 5.110 0.686 -5.161 0.557
H 2.157 -1.726 -5.592 0.493
H 2.050 -0.067 -5.057 0.095
H 3.467 -1.043 -4.543 0.731
H 2.158 1.337 -7.188 -0.002
H 1.816 -0.252 -7.819 0.312
H 3.251 0.538 -8.479 0.505
H 5.442 -1.325 -6.551 0.404
H 4.992 -0.780 -8.105 0.464
H 3.771 -3.205 -6.494 0.102
H 4.755 -3.325 -7.933 0.493
H 2.686 -3.557 -8.185 0.345
C -1.198 -0.844 -2.564 0.251
C -0.906 -0.110 -1.259 1.248
C 0.282 -0.541 -0.514 0.253
O 0.248 -0.115 0.962 0.812
C 1.114 -0.795 1.852 -0.547
N -0.766 1.462 -1.468 3.041
H -0.662 1.921 -0.575 -0.845
H 0.053 1.549 -2.052 -0.348
H -1.581 1.886 -1.889 -0.364
H -2.147 -0.451 -2.930 0.094
H -1.169 -1.922 -2.405 -0.632
H -0.453 -0.681 -3.342 -0.072
H -1.694 -0.129 -0.506 -0.745
H 1.103 -0.231 -1.161 -0.024
H 0.256 -1.624 -0.633 -0.461
H 1.495 -0.026 2.523 0.605
H 2.004 -1.076 1.288 -0.393
H 0.730 -1.591 2.490 -0.428
C 4.562 -6.979 4.098 -1.334
C 4.638 -5.499 4.699 -0.058
C 5.623 -4.503 4.071 -0.669
O 5.458 -3.121 4.320 -0.270
C 6.172 -2.263 3.476 -0.477
N 3.265 -4.814 4.585 0.274
H 2.637 -5.471 5.025 0.350
H 3.024 -3.977 5.097 0.078
H 3.000 -4.655 3.623 -0.047
H 5.555 -7.372 4.316 0.409
H 4.527 -6.973 3.009 0.298
H 3.828 -7.645 4.552 0.463
H 4.697 -5.418 5.784 0.525
H 5.490 -4.643 2.998 0.389
H 6.636 -4.832 4.299 0.408
H 6.527 -1.357 3.968 0.315
H 5.569 -1.924 2.634 -0.176
H 7.073 -2.708 3.055 0.470
C -7.850 0.194 -6.276 -1.472
C -6.483 -0.115 -5.600 0.290
C -6.479 -0.293 -4.120 0.560
O -7.418 -1.266 -3.738 -0.476
C -7.168 -1.860 -2.473 -0.395
N -6.019 -1.466 -6.212 -0.027
H -6.778 -2.132 -6.228 0.394
H -5.903 -1.184 -7.175 0.444
H -5.111 -1.769 -5.889 0.132
H -8.484 -0.649 -6.548 0.412
H -7.624 0.745 -7.189 0.455
H -8.473 0.880 -5.701 0.338
H -5.784 0.669 -5.891 0.167
H -6.593 0.620 -3.535 -0.211
H -5.452 -0.570 -3.883 0.037
H -8.172 -2.186 -2.204 0.329
H -6.960 -1.139 -1.683 -0.051
H -6.491 -2.715 -2.490 0.303
C -1.804 -6.999 7.704 -1.185
C -1.788 -5.397 7.741 -0.043
C -0.737 -4.818 8.752 -0.723
O 0.620 -5.238 8.384 -0.286
C 1.726 -4.865 9.166 -0.817
N -1.294 -4.953 6.402 0.033
H -1.891 -5.143 5.610 0.273
H -1.107 -3.961 6.438 -0.059
H -0.493 -5.531 6.190 0.294
H -0.814 -7.439 7.587 0.328
H -2.453 -7.427 6.941 0.403
H -2.175 -7.259 8.696 0.396
H -2.771 -4.940 7.853 0.382
H -0.898 -5.235 9.746 0.618
H -0.833 -3.741 8.890 0.392
H 2.564 -5.560 9.116 0.307
H 1.457 -4.847 10.222 0.352
H 2.187 -3.904 8.937 0.240
C -1.845 4.831 -7.068 -1.538
C -0.947 3.686 -6.460 1.852
C -1.177 2.338 -7.074 -1.247
O -0.250 1.526 -6.422 0.218
C -0.603 0.182 -6.444 -0.691
N 0.548 4.025 -6.715 0.072
H 0.716 4.935 -6.310 0.444
H 1.193 3.360 -6.313 -0.222
H 0.973 4.227 -7.609 0.408
H -1.727 4.885 -8.151 0.499
H -1.699 5.824 -6.643 0.436
H -2.898 4.607 -6.903 0.265
H -0.914 3.552 -5.378 -0.849
H -1.156 2.374 -8.163 0.457
H -2.192 1.964 -6.941 0.326
H 0.186 -0.471 -6.069 -0.393
H -0.927 -0.114 -7.442 0.541
H -1.487 0.061 -5.819 0.346
C 1.027 -4.469 -2.974 -0.115
C 1.600 -5.341 -4.071 0.779
C 2.211 -6.613 -3.473 -0.855
O 2.846 -7.553 -4.331 -0.384
C 3.883 -7.041 -5.144 -0.590
N 0.445 -5.709 -4.983 0.095
H -0.108 -6.331 -4.411 0.428
H -0.141 -4.945 -5.289 -0.005
H 0.739 -6.385 -5.673 0.445
H 0.181 -3.835 -3.240 0.005
H 1.801 -3.754 -2.693 0.320
H 0.637 -5.120 -2.192 -0.396
H 2.294 -4.752 -4.670 -0.354
H 1.514 -7.144 -2.824 0.382
H 2.865 -6.294 -2.661 0.574
H 4.706 -6.797 -4.472 0.324
H 3.667 -6.259 -5.871 0.152
H 4.260 -7.858 -5.759 0.311
C 3.485 0.429 5.775 -0.561
C 4.059 1.714 6.267 0.139
C 5.225 1.491 7.216 -0.996
N 5.791 2.769 7.891 0.325
C 4.742 3.231 8.950 -0.877
C 6.291 3.906 6.963 -0.485
C 7.681 4.232 7.397 -0.579
C 7.949 3.545 8.739 -0.695
C 7.130 2.279 8.539 -0.679
H 2.407 0.350 5.635 -0.018
H 3.882 -0.364 6.408 0.417
H 3.699 0.240 4.723 -0.198
H 3.172 2.250 6.602 0.260
H 4.297 2.179 5.311 0.243
H 6.092 1.105 6.679 0.292
H 4.964 0.798 8.016 0.491
H 5.222 3.887 9.676 0.368
H 4.389 2.392 9.549 0.345
H 3.835 3.544 8.434 0.375
H 5.600 4.723 7.171 0.275
H 6.153 3.727 5.896 0.311
H 7.932 5.289 7.306 0.378
H 8.171 3.764 6.543 0.331
H 7.617 4.052 9.645 0.298
H 9.021 3.357 8.805 0.411
H 7.081 1.502 9.302 0.432
H 7.682 1.811 7.724 0.402
C 8.238 1.652 -3.266 -1.459
C 7.576 0.879 -2.104 -0.659
C 6.156 1.300 -1.711 -0.027
N 5.350 0.376 -0.727 1.043
C 5.091 -0.932 -1.567 -1.146
C 4.090 1.110 -0.206 0.885
C 4.595 1.911 0.970 -1.125
C 5.606 0.880 1.700 0.189
C 6.131 0.043 0.490 -0.975
H 8.534 2.682 -3.070 0.377
H 7.689 1.688 -4.207 0.243
H 9.138 1.212 -3.694 0.435
H 8.176 1.063 -1.213 0.387
H 7.705 -0.194 -2.245 0.410
H 5.519 1.220 -2.591 -0.096
H 6.054 2.332 -1.375 0.518
H 6.089 -1.320 -1.772 0.686
H 4.483 -0.659 -2.429 0.207
H 4.570 -1.713 -1.012 0.212
H 3.404 0.293 0.017 -0.522
H 3.787 1.802 -0.993 -0.381
H 3.786 2.268 1.607 0.493
H 5.084 2.848 0.702 0.429
H 5.032 0.116 2.224 -0.348
H 6.434 1.198 2.335 0.416
H 6.283 -1.012 0.715 0.601
H 7.193 0.185 0.289 0.203
C -3.777 5.006 6.315 -1.446
C -3.008 4.256 5.188 0.030
C -3.721 2.863 4.952 -0.969
N -2.815 1.930 4.075 0.894
C -2.633 2.630 2.663 -0.879
C -1.419 1.523 4.647 -1.135
C -1.319 0.028 4.512 0.831
C -2.417 -0.519 3.646 0.182
C -3.518 0.570 3.899 -1.182
H -3.616 4.443 7.234 0.379
H -4.867 4.977 6.311 0.364
H -3.522 6.063 6.395 0.371
H -1.954 4.152 5.445 0.314
H -3.149 4.817 4.264 0.208
H -4.636 2.849 4.361 0.540
H -3.837 2.408 5.936 0.529
H -2.463 1.891 1.880 0.005
H -1.883 3.401 2.839 0.506
H -3.535 3.184 2.401 0.050
H -0.516 1.911 4.174 0.388
H -1.324 1.711 5.716 0.257
H -0.459 -0.266 3.910 -0.675
H -1.299 -0.622 5.387 0.114
H -1.993 -0.395 2.650 -0.669
H -2.776 -1.538 3.787 0.761
H -4.267 0.531 3.108 0.318
H -4.042 0.283 4.811 0.616
C -7.156 5.240 -3.505 -0.808
C -7.923 5.304 -2.155 -0.865
C -6.976 5.116 -0.928 0.190
N -6.865 3.698 -0.298 0.763
C -5.498 3.539 0.415 -1.373
C -6.964 2.458 -1.239 -0.174
C -7.687 1.357 -0.536 0.227
C -8.323 2.017 0.740 -1.211
C -8.043 3.487 0.695 -0.619
H -7.292 4.372 -4.150 0.273
H -6.075 5.140 -3.409 -0.082
H -7.491 5.985 -4.226 0.489
H -8.842 4.724 -2.074 0.319
H -8.277 6.334 -2.191 0.540
H -7.309 5.876 -0.221 0.481
H -5.951 5.233 -1.279 -0.379
H -5.432 4.343 1.148 0.683
H -4.713 3.551 -0.341 0.043
H -5.575 2.641 1.029 0.466
H -5.930 2.210 -1.482 -0.365
H -7.553 2.795 -2.092 0.563
H -6.909 0.645 -0.263 -0.661
H -8.401 0.851 -1.186 0.695
H -7.882 1.453 1.562 0.401
H -9.376 1.777 0.889 0.384
H -7.746 3.945 1.639 0.381
H -8.806 4.168 0.317 0.553
N -2.148 -3.243 -5.025 1.148
O -1.092 -2.812 -5.520 -0.709
O -3.252 -2.758 -5.096 -0.851
O -2.010 -4.264 -4.399 -0.650
N -4.428 -0.929 0.002 0.610
O -4.122 -1.533 -1.046 -0.455
O -4.551 -1.513 1.093 -0.751
O -4.508 0.275 0.100 -0.282
N 0.740 3.329 1.108 0.891
O 0.999 3.168 2.277 -0.739
O 1.601 3.516 0.289 -0.750
O -0.394 3.143 0.733 -0.401
N 0.797 -2.342 6.091 0.873
O -0.223 -2.115 6.772 -0.842
O 1.887 -2.146 6.550 -0.638
O 0.776 -2.816 4.989 -0.011
N -3.644 2.733 -4.065 0.024
O -4.069 2.666 -5.194 -0.841
O -2.623 2.214 -3.676 -0.124
O -4.250 3.367 -3.198 -0.092
N 2.383 2.602 -3.499 0.654
O 3.573 2.864 -3.205 -0.619
O 1.854 1.699 -2.907 -0.460
O 1.840 3.235 -4.297 -0.802
N 2.808 -3.957 0.881 0.854
O 2.593 -4.977 1.596 -0.847
O 3.922 -3.476 0.954 -0.678
O 1.957 -3.625 0.101 -0.472

---

[2]
102
Properties=species:S:1:pos:R:3:mulliken_spin:R:1 method="wB97M-V/def2-TZVPD" charge=-1 multiplicity=2 e_homo_ev="-1.01 / -2.79" s_squared=0.770
Ag 1.803 0.345 -1.426 -0.036
C 2.363 0.956 3.082 -0.172
C 1.929 1.067 1.787 0.210
N 2.678 0.723 0.699 0.201
C 3.986 0.319 0.892 0.080
C 4.507 0.174 2.214 -0.119
C 3.652 0.462 3.327 0.575
C 5.847 -0.204 2.402 0.049
C 6.673 -0.363 1.306 0.009
C 6.186 -0.203 0.015 0.005
C 4.832 0.089 -0.251 0.036
N 4.216 0.209 -1.488 -0.012
C 4.732 0.120 -2.703 -0.008
C 6.029 -0.282 -3.123 0.015
C 6.371 -0.462 -4.466 -0.010
C 5.487 -0.274 -5.500 0.030
C 4.188 0.182 -5.183 -0.005
C 3.205 0.390 -6.176 0.008
C 1.991 0.929 -5.847 -0.005
C 1.771 1.276 -4.509 0.014
N 2.638 1.031 -3.547 -0.003
C 3.824 0.451 -3.832 0.000
H 1.706 1.257 3.893 -0.025
H 0.935 1.444 1.580 0.047
H 4.040 0.355 4.333 0.053
H 6.221 -0.332 3.412 -0.005
H 7.720 -0.613 1.443 0.007
H 6.899 -0.294 -0.780 0.031
H 6.790 -0.519 -2.408 0.000
H 7.382 -0.787 -4.690 -0.001
H 5.762 -0.449 -6.533 0.002
H 3.439 0.118 -7.200 0.000
H 1.214 1.099 -6.582 0.000
H 0.859 1.793 -4.224 0.000
C 0.937 3.588 -0.542 0.020
C -0.161 2.984 -1.356 -0.005
N -0.180 1.753 -1.755 0.004
C -1.284 1.473 -2.520 0.004
C -2.141 2.499 -2.707 0.000
S -1.531 3.885 -1.905 0.000
C -1.088 -0.986 -2.370 0.003
C -2.011 -1.905 -2.008 0.001
S -1.223 -3.265 -1.337 -0.001
C 0.306 -2.496 -1.551 0.009
N 0.213 -1.319 -2.082 -0.011
C 1.605 -3.125 -1.167 -0.001
H 1.648 2.807 -0.264 -0.024
H 0.547 4.061 0.359 0.001
H 1.466 4.341 -1.127 0.000
H -3.048 2.525 -3.285 0.000
H -3.080 -1.878 -2.144 0.000
H 1.481 -4.185 -0.947 0.000
H 2.026 -2.624 -0.295 0.004
H 2.316 -3.001 -1.983 0.000
C -1.181 -1.242 -5.126 0.000
C -1.462 0.110 -4.517 0.000
O -1.717 1.080 -5.193 0.000
N -1.389 0.187 -3.120 -0.002
Te -1.951 0.535 0.975 0.024
C -2.999 1.562 2.522 -0.005
C -2.692 1.365 3.873 0.007
C -1.594 0.454 4.358 -0.032
C -3.427 2.058 4.838 0.000
C -4.427 2.954 4.502 0.000
C -5.205 3.696 5.558 0.000
C -4.691 3.160 3.152 0.000
C -3.999 2.480 2.158 -0.001
C -4.344 2.758 0.716 0.000
C -2.335 -1.427 1.696 0.006
C -1.264 -2.287 1.971 -0.016
C 0.180 -1.866 1.875 0.030
C -1.540 -3.605 2.337 -0.001
C -2.833 -4.096 2.409 0.000
C -3.104 -5.544 2.727 0.000
C -3.881 -3.222 2.140 0.001
C -3.659 -1.896 1.789 -0.003
C -4.851 -1.015 1.513 0.000
H -1.267 -1.140 -6.203 0.000
H -1.878 -1.998 -4.768 0.000
H -0.168 -1.559 -4.866 0.000
H -0.860 0.264 3.580 0.031
H -1.998 -0.508 4.684 0.000
H -1.079 0.908 5.205 0.000
H -3.184 1.898 5.884 0.000
H -4.801 3.502 6.551 0.000
H -6.254 3.391 5.553 0.000
H -5.176 4.772 5.381 0.000
H -5.462 3.869 2.862 0.000
H -5.243 3.371 0.649 0.000
H -4.505 1.832 0.161 0.000
H -3.534 3.293 0.212 0.000
H 0.395 -1.296 0.970 -0.003
H 0.829 -2.742 1.887 0.000
H 0.481 -1.230 2.709 -0.007
H -0.708 -4.272 2.544 -0.001
H -2.187 -6.063 3.007 0.000
H -3.528 -6.053 1.859 0.000
H -3.818 -5.642 3.547 0.000
H -4.903 -3.587 2.192 0.000
H -5.775 -1.590 1.574 0.000
H -4.779 -0.568 0.519 0.000
H -4.906 -0.192 2.228 0.000

---

Number 1: total energy -167779.569 eV, molecular weight 1800.38 g mol⁻¹. Number 2: total energy -92385.584 eV, molecular weight 997.51 g mol⁻¹.